Run i
ORCA calculation (wB97M-V/def2-TZVPD) on one molecule with the formula C4H7Cl.

Calculated values
* LUMO energy: 1.089 eV
* highest occupied orbital energy: -9.6956 eV
* SMILES string: C=CCCCl
* HOMO-LUMO gap: 10.78 eV

Each atom is followed by the atoms it is bonded to, with distances in Å.
Positions of all 12 atoms, in Å:
1 C 0.132 1.477 -0.791  C2 1.315, H6 1.154, H7 1.104
2 C -0.414 0.290 -0.940  C1 1.315, C3 1.488, H8 1.031
3 C 0.417 -0.713 -0.220  C2 1.488, C4 1.532, H9 1.250, H10 1.121
4 C -0.264 -0.904 1.139  C3 1.532, Cl5 1.813, H11 1.064, H12 1.071
5 Cl -0.146 0.607 2.135  C4 1.813
6 H -0.525 2.303 -1.259  C1 1.154
7 H 1.118 1.734 -0.366  C1 1.104
8 H -1.349 0.104 -1.331  C2 1.031
9 H 1.558 -0.205 -0.173  C3 1.250
10 H 0.425 -1.684 -0.781  C3 1.121
11 H 0.272 -1.672 1.643  C4 1.064
12 H -1.224 -1.337 0.944  C4 1.071

---

Run ii
ORCA calculation (wB97M-V/def2-TZVPD) on one molecule with the formula C4H7Cl.

Calculated values
* LUMO energy: 1.078 eV
* highest occupied orbital energy: -9.9372 eV
* SMILES string: C=CCCCl
* HOMO-LUMO gap: 11.02 eV

Each atom is followed by the atoms it is bonded to, with distances in Å.
Positions of all 12 atoms, in Å:
1 C -1.903 -1.074 -0.022  C2 1.334, H6 1.027, H7 1.138
2 C -1.757 0.248 -0.127  C1 1.334, C3 1.569, H8 1.113
3 C -0.553 1.072 0.450  C2 1.569, C4 1.507, H9 1.080, H10 1.107
4 C 0.700 0.862 -0.360  C3 1.507, Cl5 1.724, H11 1.110, H12 1.115
5 Cl 1.585 -0.561 0.045  C4 1.724
6 H -2.737 -1.523 -0.420  C1 1.027
7 H -1.393 -1.891 0.583  C1 1.138
8 H -2.515 0.845 -0.681  C2 1.113
9 H -0.330 0.873 1.488  C3 1.080
10 H -0.853 2.125 0.284  C3 1.107
11 H 1.396 1.712 -0.201  C4 1.110
12 H 0.564 0.740 -1.460  C4 1.115

---

Stability, lowest: run i